Entry from the Open Molecules 2025 dataset: a cluster of 3 separate species, C6H12Br2O4 in total (ωB97M-V/def2-TZVPD).

```
24
C6H12Br2O4 | the Open Molecules 2025 dataset | ωB97M-V/def2-TZVPD
C 2.2423 21.8378 14.1418
C 0.8720 21.7394 14.7532
C -0.2844 21.5588 13.7469
O -1.0046 20.4386 14.2322
C -0.4040 19.9252 15.3316
O -0.8185 18.9940 15.9469
O 0.7488 20.5506 15.5767
H 2.4842 20.9522 13.5511
H 3.0057 21.9742 14.9056
H 2.2952 22.7046 13.4739
H 0.6855 22.6022 15.4008
H 0.0744 21.3632 12.7343
H -0.9241 22.4385 13.7273
Br -3.8339 23.0382 15.4477
C -3.4641 21.5086 16.5930
C -3.8911 20.2014 15.9710
Br -5.8085 20.1042 15.8200
H -4.0023 21.6817 17.5203
H -2.3968 21.5383 16.7956
H -3.6000 19.3840 16.6258
H -3.4665 20.0277 14.9912
O -5.4251 22.0067 12.3988
H -4.9026 22.5476 11.8002
H -5.1393 22.2691 13.2823
```

Properties
LUMO	0.35	eV
HOMO-LUMO gap	10.4	eV
net charge	0
SMILES string	C[C@H]1COC(=O)O1.BrCCBr.O
calculated total energy	-154692.1082	eV
highest occupied orbital energy	-10.1	eV

Löwdin population analysis, charges in e, atoms 1 to 2: number 1, C, carries -0.0290; number 2, C, carries -0.2949



Entry from the Open Molecules 2025 dataset: a cluster of 3 separate species, C6H12Br6 in total (ωB97M-V/def2-TZVPD).

```
24
C6H12Br6 | the Open Molecules 2025 dataset | ωB97M-V/def2-TZVPD
Br 9.5234 -0.4671 12.3285
C 10.6923 -1.8398 13.2598
C 9.8403 -2.4534 14.3705
Br 11.0232 -3.5446 15.4939
H 11.6011 -1.3589 13.6216
H 10.9611 -2.6562 12.5895
H 8.9627 -3.0572 14.1395
H 9.5322 -1.5539 14.9035
Br 0.3080 -0.1864 15.9596
C 0.3953 0.2288 14.0766
C 1.5425 1.1287 13.7377
Br 1.3763 1.7058 11.8308
H -0.5919 0.6232 13.8357
H 0.5528 -0.7657 13.6593
H 2.5010 0.6475 13.9324
H 1.5442 1.9990 14.3940
Br 7.1309 -0.7364 16.1795
C 5.8722 0.7910 15.8600
C 4.3700 0.3621 16.1074
Br 3.3394 2.0128 16.3235
H 6.1017 1.0828 14.8352
H 6.2080 1.5959 16.5139
H 4.4584 -0.1866 17.0451
H 3.9687 -0.2999 15.3400
```

Properties
LUMO	0.30	eV
HOMO-LUMO gap	10.5	eV
net charge	0
SMILES string	BrCCBr.BrCCBr.BrCCBr
ΔE to the lowest compared entry with this formula, charge and spin	83.0	kJ/mol
calculated total energy	-426671.2434	eV
highest occupied orbital energy	-10.2	eV

Löwdin population analysis, charges in e, atoms 1 to 2: number 1, Br, carries 0.5441; number 2, C, carries -0.6348



Entry from the Open Molecules 2025 dataset: a cluster of 6 separate species, C6H12Cl12 in total (ωB97M-V/def2-TZVPD).

```
30
C6H12Cl12 | the Open Molecules 2025 dataset | ωB97M-V/def2-TZVPD
Cl -12.3059 -4.6169 -3.5398
C -11.1228 -4.8101 -4.8067
Cl -10.1447 -6.2667 -4.7346
H -11.6593 -4.9019 -5.6915
H -10.4890 -3.8876 -4.8469
Cl -12.4848 -8.9154 -4.3381
C -11.4289 -10.2875 -4.7412
Cl -11.2790 -11.5541 -3.4773
H -11.7717 -10.7867 -5.6790
H -10.4105 -9.8343 -4.7810
Cl -8.5802 -11.0139 -6.8309
C -7.2000 -10.1555 -6.1588
Cl -7.4039 -8.4844 -5.7354
H -7.0399 -10.6906 -5.2738
H -6.4114 -10.3724 -6.8571
Cl -7.4193 -11.0261 -2.6884
C -8.2808 -12.5981 -2.7808
Cl -9.0685 -12.7803 -1.2371
H -8.8924 -12.5729 -3.6454
H -7.5029 -13.3452 -2.9121
Cl -11.4510 -9.5677 0.8864
C -10.2635 -9.0425 -0.2810
Cl -10.7069 -7.5381 -1.1570
H -9.2926 -8.8669 0.1105
H -10.2522 -9.7996 -1.0581
Cl -9.8002 -7.5119 -9.6523
C -10.6749 -8.0330 -8.1822
Cl -11.8174 -6.8202 -7.6046
H -11.2047 -8.9056 -8.3048
H -9.9347 -8.2184 -7.4211
```

Properties
LUMO	0.31	eV
HOMO-LUMO gap	10.9	eV
net charge	0
SMILES string	ClCCl.ClCCl.ClCCl.ClCCl.ClCCl.ClCCl
ΔE to the lowest compared entry with this formula, charge and spin	62.1	kJ/mol
calculated total energy	-156685.3464	eV
highest occupied orbital energy	-10.6	eV

Löwdin population analysis, charges in e, atoms 1 to 2: number 1, Cl, carries 0.5368; number 2, C, carries -1.0586



Entry from the Open Molecules 2025 dataset: a structure of composition C6H12Cl6 (ωB97M-V/def2-TZVPD).

```
24
C6H12Cl6 | the Open Molecules 2025 dataset | ωB97M-V/def2-TZVPD
Cl 0.9468 -1.5779 -0.9019
C 0.3719 -2.7968 0.2943
C -0.5323 -3.9759 -0.2821
Cl 0.2531 -4.8910 -1.6223
H -0.3183 -2.2640 0.9484
H 1.2472 -3.1149 0.8608
H -1.4415 -3.5924 -0.7450
H -0.9663 -4.6288 0.4751
Cl -1.8371 0.2968 -3.0512
C -0.9774 0.0309 -1.4518
C 0.3744 0.7779 -1.4150
Cl 0.1116 2.5812 -1.1769
H -0.8199 -1.0444 -1.3677
H -1.6759 0.4715 -0.7404
H 1.0225 0.6837 -2.2864
H 0.8378 0.4426 -0.4872
Cl 1.5987 3.1810 3.3230
C 1.1439 3.1160 1.6090
C -0.3254 2.6601 1.4469
Cl -0.5464 1.0216 2.0766
H 1.8735 2.5173 1.0636
H 1.1783 4.1236 1.1947
H -0.5358 2.5529 0.3828
H -0.9832 3.4288 1.8525
```

Properties
LUMO	0.39	eV
HOMO-LUMO gap	10.1	eV
net charge	0
ΔE to the lowest compared entry with this formula, charge and spin	328.2	kJ/mol
calculated total energy	-81548.6084	eV
highest occupied orbital energy	-9.7	eV

Löwdin population analysis, charges in e, atoms 1 to 2: number 1, Cl, carries 0.7167; number 2, C, carries -0.5034



Entry from the Open Molecules 2025 dataset: a structure of composition C6H12Cl6F6Mg2N3O12S6 (ωB97M-V/def2-TZVPD).

```
53
C6H12Cl6F6Mg2N3O12S6 | the Open Molecules 2025 dataset | ωB97M-V/def2-TZVPD
Mg 0.3195 -0.5097 -4.2153
Mg -2.4683 -1.8673 0.0451
N 3.9254 -0.5744 -4.1118
S 3.1204 -1.4200 -2.8825
O 1.6869 -1.4375 -3.0262
O 3.7406 -1.6138 -1.5755
F 3.5316 -2.8431 -3.6421
S 3.4322 0.7739 -3.3851
O 4.2192 1.0857 -2.1968
O 1.9644 1.1330 -3.4846
F 4.1084 1.7038 -4.5266
N -2.4455 -3.0690 -1.3557
S -1.0455 -3.4772 -2.4707
O -0.6528 -2.4724 -3.5186
O -0.8815 -4.9038 -2.7290
F 0.1425 -3.1565 -1.4225
S -3.4684 -3.9148 -2.1969
O -3.5662 -5.3384 -1.8526
O -3.5308 -3.4540 -3.5847
F -4.7588 -3.3013 -1.3884
N -1.5530 -0.4004 -0.5633
S -0.0780 0.1831 0.1246
O -0.0768 1.4233 0.9415
O 1.0806 -0.1572 -0.6164
F -0.0114 -1.0262 1.2133
S -1.5232 0.6202 -1.6576
O -0.6964 0.3765 -2.8624
O -1.8387 1.9680 -1.2769
F -2.9333 0.0555 -2.1083
Cl -2.1413 4.5493 2.4598
C -1.8154 3.0304 3.3464
C -2.2658 2.8847 4.8256
Cl -1.9246 4.2312 5.9439
H -0.7498 2.8347 3.2276
H -2.2140 2.2315 2.7212
H -1.7524 1.9918 5.1822
H -3.3166 2.6848 5.0353
Cl 2.9049 -2.3612 3.2080
C 1.1907 -3.0784 3.4761
C 1.3070 -4.4319 4.2950
Cl 1.9503 -5.8573 3.3653
H 0.8359 -3.4144 2.5017
H 0.5773 -2.2980 3.9264
H 0.2651 -4.6275 4.5487
H 1.9226 -4.4988 5.1920
Cl 0.6872 6.4104 -2.1334
C 0.6753 5.9937 -0.3979
C 0.5737 4.5046 -0.1892
Cl 2.0462 3.5585 -0.4434
H -0.1641 6.5022 0.0765
H 1.6105 6.3673 0.0191
H -0.2415 4.0129 -0.7200
H 0.2954 4.3937 0.8588
```

Properties
LUMO	-6.97	eV
HOMO-LUMO gap	5.4	eV
net charge	+1
ΔE to the lowest compared entry with this formula, charge and spin	632.0	kJ/mol
calculated total energy	-202784.2338	eV
highest occupied orbital energy	-12.4	eV

Löwdin population analysis, charges in e, atoms 1 to 2: number 1, Mg, carries 1.1349; number 2, Mg, carries 1.0775



Entry from the Open Molecules 2025 dataset: the ion C6H12F2N3 with charge +1 (ωB97M-V/def2-TZVPD).

```
23
C6H12F2N3 | the Open Molecules 2025 dataset | ωB97M-V/def2-TZVPD
C 0.9214 0.4412 -1.2535
C -0.6902 -0.8566 -0.1576
C -0.9546 -1.9785 0.7645
C -1.8061 0.0319 -0.5048
C 1.4639 -1.8373 -0.7252
C 0.2276 2.5775 1.4228
N 0.4739 -0.7783 -0.7649
N 0.0653 1.4270 0.6188
N 0.7419 1.4837 -0.4847
F -0.0521 3.7038 0.7073
F 1.5172 2.7155 1.8187
H 1.5296 0.4960 -2.1368
H -1.9725 -1.9403 1.1407
H -0.2679 -1.9331 1.6105
H -0.8021 -2.9533 0.2948
H -1.6601 0.5366 -1.4576
H -1.9270 0.8032 0.2622
H -2.7323 -0.5401 -0.5271
H 1.0012 -2.8097 -0.8781
H 2.1925 -1.6682 -1.5175
H 1.9875 -1.8371 0.2319
H -0.4203 2.5357 2.3059
H 1.1630 2.3805 -0.7702
```

Properties
LUMO (alpha / beta)	-4.44 / -4.44	eV
HOMO-LUMO gap (alpha / beta)	8.6 / 8.6	eV
net charge	+1
calculated total energy	-16313.3430	eV
highest occupied orbital energy (alpha / beta)	-13.1 / -13.1	eV

Löwdin population analysis, charges in e, atoms 1 to 2: number 1, C, carries -0.0437; number 2, C, carries -0.2460



Entry from the Open Molecules 2025 dataset: a structure of composition C6H12F6PtS3Sb (ωB97M-V/def2-TZVPD).

```
29
C6H12F6PtS3Sb | the Open Molecules 2025 dataset | ωB97M-V/def2-TZVPD
Pt 0.3871 -0.6949 -0.0822
C -0.1101 1.5617 2.0699
C -1.5325 1.3808 1.5738
S -1.7738 -0.2535 0.8202
C -2.6453 0.0988 -0.7282
C -1.8967 1.0526 -1.6234
S -0.2094 0.4205 -1.9147
C 0.8348 1.9025 -1.8129
C 0.7665 2.5700 -0.4641
S 1.1776 1.3480 0.8201
H 0.1538 0.8242 2.8329
H 0.0214 2.5461 2.5250
H -1.8541 2.1511 0.8769
H -2.2039 1.4202 2.4342
H -3.6477 0.4701 -0.5047
H -2.7641 -0.8870 -1.1844
H -1.8287 2.0696 -1.2451
H -2.3855 1.0946 -2.6008
H 0.5630 2.5753 -2.6315
H 1.8338 1.5182 -2.0347
H -0.1960 3.0234 -0.2382
H 1.5195 3.3598 -0.4164
F 1.2789 -2.3734 0.1936
Sb 2.4008 -4.4963 0.5505
F 1.1712 -4.9055 -0.7763
F 0.9975 -4.5833 1.7596
F 3.2472 -6.0988 0.8134
F 3.2608 -3.3856 1.7614
F 3.4338 -3.7091 -0.7737
```

Properties
LUMO (alpha / beta)	-11.22 / -10.92	eV
HOMO-LUMO gap (alpha / beta)	6.3 / 7.3	eV
net charge	+2
expectation value of S²	0.7566
2S+1	2
calculated total energy	-64994.7713	eV
highest occupied orbital energy (alpha / beta)	-17.5 / -18.2	eV

Löwdin population analysis, charges in e, atoms 1 to 2: number 1, Pt, carries 0.9336; number 2, C, carries -0.4378



Entry from the Open Molecules 2025 dataset: an isolated molecule of C6H12FN (ωB97M-V/def2-TZVPD).

```
20
C6H12FN | the Open Molecules 2025 dataset | ωB97M-V/def2-TZVPD
C -1.5442 -0.2610 1.2375
C -1.3956 -0.4612 -0.2578
F -2.5426 -0.1511 -0.9832
C -0.3027 0.3126 -0.8244
C -0.0037 1.6916 -0.4348
C 1.3032 1.0537 0.2400
N 1.0188 -0.1263 -0.5269
C 1.5634 -1.4514 -0.3171
H -1.3611 0.8743 1.4465
H -2.6424 -0.3975 1.6714
H -0.6895 -0.8755 1.7520
H -1.1017 -1.5459 -0.4893
H -0.6113 0.1809 -1.9780
H -0.5698 2.2051 0.3594
H 0.1842 2.4298 -1.3330
H 1.2257 1.1025 1.4586
H 2.4781 1.3110 0.0021
H 0.7604 -2.1704 0.3168
H 2.6355 -1.6693 -0.2083
H 1.5954 -2.0518 -1.1315
```

Properties
LUMO	0.93	eV
HOMO-LUMO gap	9.1	eV
net charge	0
SMILES string	C[C@@H](F)[C@H]1CCN1C
ΔE to the lowest compared entry with this formula, charge and spin	387.1	kJ/mol
calculated total energy	-10620.1507	eV
highest occupied orbital energy	-8.2	eV

Löwdin population analysis, charges in e, atoms 1 to 2: number 1, C, carries -0.0398; number 2, C, carries -0.4131



Entry from the Open Molecules 2025 dataset: a cluster of 2 separate species, C6H12FNO in total (ωB97M-V/def2-TZVPD).

```
21
C6H12FNO | the Open Molecules 2025 dataset | ωB97M-V/def2-TZVPD
C 1.0379 1.5229 -0.2500
C -2.4654 -0.2830 -0.6368
C -2.0495 0.3032 0.7132
C -0.6293 0.0014 1.0646
C 0.3928 0.2011 -0.0199
C 2.1648 -0.8482 0.2055
N 2.7000 -0.8459 -1.0466
O 1.6788 1.7977 -1.2849
F 1.8982 -2.0484 0.6876
H 0.8896 2.1869 0.6681
H -2.2063 0.5371 -1.3586
H -3.5257 -0.3321 -0.6549
H -2.0347 -1.2906 -0.8059
H -2.6961 -0.0367 1.5528
H -2.1483 1.3835 0.8141
H -0.3103 0.5543 1.9908
H -0.5284 -0.9797 1.5121
H 0.0770 -0.3321 -0.9017
H 2.8422 -0.3057 0.8681
H 2.8259 0.1173 -1.3018
H 2.0867 -1.3031 -1.8158
```

Properties
LUMO	0.61	eV
HOMO-LUMO gap	9.3	eV
net charge	0
ΔE to the lowest compared entry with this formula, charge and spin	100.7	kJ/mol
calculated total energy	-12669.4503	eV
highest occupied orbital energy	-8.7	eV

Löwdin population analysis, charges in e, atoms 1 to 2: number 1, C, carries -0.2530; number 2, C, carries -0.1018



Entry from the Open Molecules 2025 dataset: a structure of composition C6H12GdN2PS (ωB97M-V/def2-TZVPD).

```
23
C6H12GdN2PS | the Open Molecules 2025 dataset | ωB97M-V/def2-TZVPD
C 0.9344 0.1510 -2.1556
C 2.0883 0.0020 -2.9506
C 1.9524 -1.1602 -3.7668
C 0.6920 -1.7716 -3.5015
C 0.0093 -1.0245 -2.5164
Gd -1.6921 0.4494 0.2910
P -0.3673 2.7604 1.0092
H 0.7178 0.9449 -1.4326
H 2.9468 0.6723 -2.9404
H 2.6912 -1.5198 -4.4803
H -0.9830 -1.2161 -2.0891
H 0.3105 -2.6733 -3.9780
H -0.0603 3.7074 -0.0374
H 0.9448 2.7180 1.6074
H -0.9700 3.7055 1.9213
N -1.9590 0.1424 2.6164
C -0.8989 -0.8403 2.6203
N -0.7659 -1.4866 3.7736
S 0.0623 -1.1573 1.2752
H -2.7239 -0.1062 3.2612
H -1.6396 1.0726 2.9743
H -0.0381 -2.1878 3.8830
H -1.2514 -1.1821 4.6156
```

Properties
LUMO (alpha / beta)	-1.29 / -0.72	eV
HOMO-LUMO gap (alpha / beta)	4.0 / 4.7	eV
net charge	0
ΔE to the lowest compared entry with this formula, charge and spin	0.0	kJ/mol
expectation value of S²	16.7971
2S+1	8
calculated total energy	-50349.1622	eV
highest occupied orbital energy (alpha / beta)	-5.3 / -5.4	eV

Löwdin population analysis, charges in e, atoms 1 to 2: number 1, C, carries -0.2321; number 2, C, carries -0.2152